This record from the OMol25 dataset describes 11 unconnected molecules or ions with the total composition C35H91F2N2O36P7 in a non-equilibrium geometry. The level of theory is the ωB97M-V functional and the def2-TZVPD basis.

Orbital gap   9.0 eV
Total charge   0
E_tot   -184923.358 eV
HOMO level   -0.33394 hartree
SMILES   O=C1OC[C@@H](F)O1.O=C1OC[C@@H](F)O1.COP(=O)(OC)OC.COP(=O)(OC)OC.COP(=O)(OC)OC.COP(=O)(OC)OC.COP(=O)(OC)OC.COP(=O)(OC)OC.COP(=O)(OC)OC.COC[C@H](C)N.COC[C@H](C)N
Lowest unoccupied orbital energy   -0.058 eV

Each line ends with the Löwdin charge.
Positions of all 173 atoms, in Å:
1 C 1.140 10.296 22.653  -0.088
2 C 0.093 9.193 22.974  -0.365
3 C 0.161 7.803 22.158  -0.179
4 O -0.013 8.209 20.826  -0.179
5 C -0.031 7.122 19.948  -0.141
6 N 0.316 8.925 24.437  0.018
7 H 0.973 11.224 23.200  0.075
8 H 1.019 10.537 21.597  0.067
9 H 2.148 9.937 22.860  0.073
10 H -0.780 9.724 22.596  0.122
11 H -0.632 7.119 22.460  0.126
12 H 1.153 7.373 22.296  0.120
13 H 0.827 6.453 20.016  0.080
14 H -0.127 7.424 18.905  0.091
15 H -0.718 6.284 20.068  0.081
16 H 0.833 9.629 24.943  0.055
17 H 0.999 8.188 24.337  0.046
18 C 11.469 2.200 24.975  -0.070
19 C 10.337 2.096 24.019  -0.469
20 C 9.063 2.778 24.435  -0.242
21 O 8.340 2.224 25.515  -0.164
22 C 7.149 2.958 25.769  -0.111
23 N 10.758 2.651 22.762  0.028
24 H 12.328 1.634 24.616  0.079
25 H 11.126 1.788 25.923  0.081
26 H 11.872 3.198 25.149  0.088
27 H 10.033 1.080 23.767  0.142
28 H 8.432 3.126 23.617  0.119
29 H 9.293 3.816 24.674  0.121
30 H 7.247 3.873 26.353  0.089
31 H 6.523 2.151 26.151  0.090
32 H 6.599 3.200 24.860  0.081
33 H 10.520 3.628 22.674  0.070
34 H 11.764 2.565 22.729  0.066
35 C 4.433 1.557 11.289  -0.163
36 O 4.388 1.295 12.629  -0.224
37 P 5.244 2.192 13.731  0.502
38 O 4.824 2.192 15.165  -0.248
39 O 5.325 3.692 13.156  -0.226
40 C 4.162 4.420 12.768  -0.112
41 O 6.711 1.484 13.426  -0.236
42 C 7.801 1.759 14.406  -0.073
43 H 3.642 2.278 11.083  0.082
44 H 4.280 0.687 10.651  0.094
45 H 5.418 1.935 11.016  0.092
46 H 4.047 5.161 13.560  0.088
47 H 3.245 3.836 12.844  0.089
48 H 4.179 5.048 11.877  0.094
49 H 7.572 2.630 15.021  0.082
50 H 8.791 1.803 13.953  0.079
51 H 8.018 0.898 15.037  0.080
52 C -1.660 1.039 32.831  -0.130
53 O -2.695 0.146 32.642  -0.210
54 P -2.504 -0.853 31.414  0.483
55 O -1.360 -1.827 31.606  -0.256
56 O -3.962 -1.496 31.574  -0.228
57 C -4.168 -2.669 32.332  -0.109
58 O -2.603 -0.005 29.988  -0.214
59 C -1.411 0.184 29.266  -0.138
60 H -1.987 2.071 32.707  0.094
61 H -0.894 0.893 32.069  0.075
62 H -1.381 0.839 33.865  0.104
63 H -5.023 -2.405 32.954  0.092
64 H -3.379 -2.665 33.085  0.079
65 H -4.246 -3.648 31.859  0.095
66 H -0.473 0.060 29.807  0.081
67 H -1.576 1.206 28.923  0.094
68 H -1.369 -0.483 28.406  0.090
69 C 13.188 11.739 15.009  -0.077
70 O 12.036 10.940 14.551  -0.235
71 P 10.540 11.128 15.226  0.559
72 O 9.628 10.142 14.594  -0.258
73 O 10.719 10.831 16.829  -0.240
74 C 9.881 9.910 17.547  -0.106
75 O 10.125 12.800 15.086  -0.265
76 C 8.957 13.257 14.413  -0.128
77 H 13.726 11.259 15.827  0.082
78 H 12.921 12.749 15.319  0.081
79 H 13.830 11.729 14.128  0.086
80 H 10.360 9.629 18.485  0.083
81 H 9.682 8.947 17.077  0.085
82 H 8.921 10.355 17.805  0.087
83 H 8.717 12.501 13.665  0.071
84 H 9.120 14.178 13.853  0.090
85 H 8.069 13.193 15.041  0.087
86 C 15.814 11.963 26.197  -0.139
87 O 15.903 11.162 25.057  -0.223
88 P 14.513 10.574 24.372  0.579
89 O 13.640 9.652 25.158  -0.249
90 O 13.827 12.004 23.883  -0.233
91 C 12.527 12.084 23.418  -0.144
92 O 14.933 9.898 22.887  -0.224
93 C 15.817 8.863 22.924  -0.177
94 H 14.848 12.055 26.692  0.091
95 H 16.063 12.986 25.915  0.089
96 H 16.574 11.643 26.911  0.092
97 H 12.557 12.389 22.372  0.092
98 H 12.064 12.837 24.057  0.090
99 H 11.879 11.214 23.517  0.089
100 H 15.677 8.072 22.187  0.095
101 H 15.807 8.441 23.929  0.081
102 H 16.807 9.304 22.810  0.089
103 C 6.111 10.097 33.820  -0.109
104 O 5.241 10.625 32.819  -0.236
105 P 5.328 10.220 31.227  0.462
106 O 4.371 11.080 30.410  -0.265
107 O 6.913 10.366 30.960  -0.217
108 C 7.355 10.433 29.601  -0.096
109 O 4.890 8.709 31.190  -0.208
110 C 3.645 8.374 31.732  -0.128
111 H 5.763 9.898 34.833  0.084
112 H 6.692 10.998 34.017  0.087
113 H 6.703 9.247 33.480  0.087
114 H 6.626 11.128 29.186  0.079
115 H 7.400 9.454 29.124  0.091
116 H 8.311 10.903 29.372  0.088
117 H 3.021 9.109 32.240  0.096
118 H 3.735 7.590 32.484  0.090
119 H 3.042 7.980 30.914  0.094
120 C 10.434 -9.479 22.292  -0.069
121 O 11.324 -9.134 23.388  -0.237
122 P 11.577 -7.632 23.943  0.434
123 O 11.742 -6.529 22.928  -0.263
124 O 10.459 -7.472 25.050  -0.218
125 C 10.359 -6.265 25.848  -0.074
126 O 12.876 -7.869 24.904  -0.240
127 C 14.214 -7.657 24.469  -0.102
128 H 9.807 -10.368 22.368  0.087
129 H 11.114 -9.574 21.446  0.088
130 H 9.815 -8.591 22.169  0.081
131 H 9.755 -6.249 26.755  0.086
132 H 9.999 -5.412 25.272  0.089
133 H 11.381 -6.097 26.187  0.080
134 H 14.252 -7.685 23.380  0.086
135 H 14.827 -8.483 24.830  0.084
136 H 14.595 -6.750 24.938  0.089
137 C 17.550 -5.864 14.695  -0.143
138 O 18.346 -4.768 14.441  -0.233
139 P 17.827 -3.223 14.688  0.480
140 O 16.447 -2.856 14.136  -0.274
141 O 17.997 -2.918 16.240  -0.221
142 C 16.785 -3.072 17.056  -0.075
143 O 18.980 -2.325 14.010  -0.216
144 C 20.373 -2.473 14.190  -0.103
145 H 16.566 -5.688 15.128  0.082
146 H 18.195 -6.370 15.413  0.099
147 H 17.245 -6.410 13.802  0.094
148 H 15.958 -3.628 16.615  0.079
149 H 16.511 -2.122 17.514  0.093
150 H 17.109 -3.763 17.834  0.082
151 H 20.587 -2.179 15.217  0.086
152 H 21.074 -1.949 13.541  0.091
153 H 20.537 -3.545 14.079  0.080
154 C 7.499 2.062 33.328  -0.012
155 C 6.409 0.908 33.272  -0.269
156 O 5.491 1.165 34.273  0.159
157 C 5.865 2.266 34.944  -0.528
158 O 5.306 2.646 35.948  0.155
159 O 7.035 2.815 34.497  0.056
160 F 7.206 -0.239 33.367  0.019
161 H 7.389 2.668 32.429  0.125
162 H 8.526 1.721 33.458  0.133
163 H 6.005 0.915 32.259  0.162
164 C 15.371 5.898 32.139  -0.001
165 C 14.519 4.919 31.417  -0.371
166 O 15.378 4.498 30.404  0.128
167 C 16.456 5.271 30.210  -0.512
168 O 17.321 5.001 29.352  0.121
169 O 16.335 6.297 31.065  0.068
170 F 13.430 5.527 30.985  0.111
171 H 15.978 5.538 32.970  0.142
172 H 14.800 6.789 32.403  0.142
173 H 14.278 4.060 32.044  0.172